The molecule C5H12N in a non-equilibrium geometry. Source: the OMol25 dataset; level of theory: ωB97M-V with the def2-TZVPD basis set.

Geometry as XYZ:
```
18
C5H12N (ωB97M-V with the def2-TZVPD basis set)
C 0.5190 1.3319 -1.1496
C 0.0547 1.1050 0.2556
C -0.1064 -0.3454 0.5869
C 0.1977 -1.0066 1.7046
C 0.0357 -2.4609 1.7040
N -0.5972 1.3848 -2.0757
H 1.1521 0.5512 -1.5444
H 1.1418 2.2214 -1.3056
H -0.8255 1.7727 0.6303
H 0.9228 1.6245 0.8299
H -0.4191 -0.9282 -0.2463
H 0.7171 -0.5599 2.6358
H -0.8992 -2.7335 1.1628
H -0.0836 -2.8604 2.7154
H 0.8350 -2.9079 1.1032
H -0.5536 0.5757 -2.6480
H -0.6851 2.0251 -2.8514
H -1.4061 1.2106 -1.5076
```

Values from the calculation:
spin multiplicity = 2
E_tot = -6863.57731 eV
net charge = 0
HOMO level (spin up / spin down) = -2.29 / -8.64 eV
<S²> = 0.753

Löwdin atomic charge list, values in e, 8 entries: -0.271, -0.250, -0.203, -0.220, -0.156, 0.110, 0.028, 0.124

***

The molecule C5H12N in a non-equilibrium geometry. Source: the OMol25 dataset; level of theory: ωB97M-V with the def2-TZVPD basis set.

Geometry as XYZ:
```
18
C5H12N (ωB97M-V with the def2-TZVPD basis set)
C -1.4693 0.2904 -0.3520
C -0.4708 1.3611 0.1889
C 0.9560 0.7678 0.0718
C 1.4608 -0.4663 0.4246
C 1.1902 -1.3316 1.6784
N -0.9449 -0.0708 -1.7538
H -2.5266 0.6184 -0.5320
H -1.5060 -0.6580 0.1337
H -0.7058 1.7008 1.2642
H -0.7088 2.3836 -0.3152
H 1.7131 1.4982 -0.3264
H 2.2514 -0.9437 -0.1676
H 2.0435 -2.0215 2.0687
H 0.2049 -2.0044 1.5360
H 0.9385 -0.7264 2.5963
H 0.1143 -0.3216 -1.7624
H -1.0414 0.6885 -2.4397
H -1.4994 -0.7646 -2.3135
```

Values from the calculation:
spin multiplicity = 2
E_tot = -6863.99389 eV
net charge = 0
HOMO level (spin up / spin down) = -3.46 / -6.55 eV
<S²> = 0.754

Löwdin atomic charge list, values in e, 8 entries: -0.168, -0.242, -0.303, -0.327, -0.193, 0.085, 0.116, 0.087

***

Q: Which relative energy (zero: lowest compared OMol25 entry of this formula, charge and spin) values were calculated for the entries above? A: 96.6, 87.0, in kcal/mol.